Entry from the OMol25 dataset: 2 unconnected molecules or ions with the total composition C41H61NO5P in a non-equilibrium geometry (wB97M-V/def2-TZVPD).

Atoms and positions in Å:
C (1.7837, -1.8373, 6.8829)
C (1.7299, -2.5326, 5.7530)
C (1.3341, -3.4245, 4.4812)
C (1.1683, -4.9929, 4.7650)
C (0.7406, -5.9261, 3.5759)
C (0.5224, -5.3002, 2.1128)
C (0.6933, -3.7288, 1.8416)
C (0.4462, -3.2447, 0.3378)
C (-0.7801, -3.4451, -0.4152)
C (1.0910, -2.7616, 3.0580)
C (1.2001, -1.1923, 2.7353)
C (2.5147, -0.4596, 3.3247)
O (2.9011, 0.5943, 2.3566)
C (0.0799, -6.3339, 0.9265)
O (0.5789, -6.3052, -0.2449)
C (-1.0236, -7.4415, 1.3953)
C (-2.2467, -7.8401, 0.4876)
C (-3.3295, -8.8995, 1.0161)
O (-4.4909, -9.2994, 0.2796)
C (-5.3113, -8.1655, -0.1256)
C (-6.7760, -8.1241, 0.6032)
N (-6.8846, -7.0799, 1.6684)
C (-8.1754, -6.3270, 1.6242)
C (-8.0335, -4.7548, 1.2878)
C (-7.5800, -3.8551, 2.5806)
O (-7.0868, -4.5538, 0.1954)
C (-3.0750, -9.5403, 2.4605)
C (-1.8332, -9.1307, 3.3805)
C (-0.7967, -8.0719, 2.8552)
C (0.4838, -7.5330, 3.7103)
O (1.2085, -8.2963, 4.4428)
H (1.8474, -1.5261, 7.9964)
H (1.3465, -5.4723, 5.7987)
H (1.3249, -2.7201, -0.2211)
H (-0.8045, -3.8892, -1.4921)
H (-1.8282, -3.1576, 0.0074)
H (1.1750, -0.9625, 1.5928)
H (0.2247, -0.7025, 3.1549)
H (2.2028, 0.1129, 4.2927)
H (3.4220, -1.1422, 3.4890)
H (2.0551, 0.9673, 2.0082)
H (-2.3442, -7.3560, -0.5564)
H (-5.5181, -8.2515, -1.2721)
H (-4.8359, -7.1334, 0.0506)
H (-7.5633, -7.9806, -0.2355)
H (-6.9318, -9.1850, 1.0682)
H (-6.0655, -6.4537, 1.6995)
H (-8.9615, -6.7730, 0.9020)
H (-8.6367, -6.3931, 2.6930)
H (-9.0523, -4.3230, 0.9306)
H (-6.4280, -3.7476, 2.6104)
H (-7.9801, -4.2859, 3.5766)
H (-8.0061, -2.7738, 2.4850)
H (-6.7769, -3.6063, 0.2573)
H (-3.7876, -10.3381, 2.9193)
H (-1.7006, -9.5898, 4.4317)
C (-0.9213, 7.8337, -2.6387)
C (-0.6769, 6.5653, -1.8352)
C (0.4261, 6.7216, -0.7911)
C (1.8638, 6.7139, -1.3300)
P (2.6104, 5.1506, -1.7451)
C (2.3541, 4.0484, -0.3305)
C (2.7149, 4.4881, 1.0896)
C (4.1950, 4.5321, 1.4768)
C (4.9876, 3.2780, 1.1382)
C (4.3746, 5.3193, -1.8779)
C (5.0537, 6.2168, -2.9061)
C (5.1026, 5.7234, -4.3485)
C (5.4729, 4.2576, -4.5234)
C (1.8330, 4.2342, -3.0586)
C (1.8159, 4.5944, -4.5432)
C (1.4682, 6.0348, -4.9243)
C (0.0759, 6.1745, -5.5234)
H (-0.0211, 8.1762, -3.1496)
H (-1.6936, 7.6592, -3.3926)
H (-1.2689, 8.6438, -1.9882)
H (-0.4623, 5.7352, -2.5121)
H (-1.6089, 6.3050, -1.3219)
H (0.3172, 5.9220, -0.0529)
H (0.2625, 7.6579, -0.2482)
H (2.4901, 7.1282, -0.5310)
H (1.9649, 7.4257, -2.1491)
H (2.8305, 3.0903, -0.5603)
H (1.2790, 3.8312, -0.3274)
H (2.2233, 3.7909, 1.7788)
H (2.2783, 5.4712, 1.2934)
H (4.2569, 4.6916, 2.5595)
H (4.6786, 5.4069, 1.0372)
H (4.6149, 2.4173, 1.7006)
H (6.0394, 3.4214, 1.3996)
H (4.9508, 3.0378, 0.0742)
H (4.8306, 4.3261, -1.8877)
H (4.6767, 5.7597, -0.9249)
H (6.0911, 6.3546, -2.5804)
H (4.5944, 7.2114, -2.8852)
H (5.8244, 6.3336, -4.9013)
H (4.1445, 5.9263, -4.8217)
H (6.5008, 4.0729, -4.2011)
H (5.3905, 3.9773, -5.5769)
H (4.8118, 3.5912, -3.9635)
H (0.7970, 4.0576, -2.7535)
H (2.2939, 3.2383, -3.0107)
H (1.1223, 3.9085, -5.0440)
H (2.7860, 4.3412, -4.9725)
H (2.1740, 6.3823, -5.6864)
H (1.5840, 6.7086, -4.0773)
H (0.0191, 5.6646, -6.4896)
H (-0.1566, 7.2302, -5.6898)
H (-0.6895, 5.7509, -4.8696)

Atoms 1-6, force components in eV/Å:
-0.3 -4.5 -5.3
-1.0 2.5 4.6
-0.3 -0.7 -0.8
-0.7 0.9 -4.0
0.3 3.1 -0.9
0.3 1.7 2.2

Calculated values
E_LUMO ... -2.5 eV
E_HOMO ... -9.8 eV
Total charge ... +1
Kohn-Sham gap ... 7.2 eV